Record 1
Here is a molecular structure, C7H8GaN2O4S in a non-equilibrium geometry from the Open Molecules 2025 dataset. Energies are from ωB97M-V/def2-TZVPD.

Each line ends with the natural charge from an NBO analysis.
Atoms and positions in Å:
1 Ga 0.000 0.000 -1.205  0.855
2 O -0.006 3.447 -0.513  -0.263
3 C -0.004 2.343 -0.777  0.580
4 C 0.005 -2.343 -0.776  0.580
5 O 0.007 -3.446 -0.513  -0.263
6 C 2.366 0.005 -1.011  0.578
7 O 3.475 0.007 -0.721  -0.246
8 C -2.366 -0.004 -1.011  0.578
9 O -3.475 -0.006 -0.720  -0.246
10 C -0.001 0.702 -3.295  -0.389
11 H -0.909 1.301 -3.413  0.298
12 H 0.903 1.304 -3.413  0.298
13 C 0.001 -0.703 -3.295  -0.389
14 H 0.908 -1.302 -3.413  0.298
15 H -0.904 -1.305 -3.413  0.298
16 N 0.000 -1.147 3.710  -0.701
17 C 0.000 0.000 3.028  0.430
18 N 0.000 1.147 3.710  -0.701
19 S 0.000 0.000 1.321  -0.371
20 H 0.000 -1.225 4.708  0.455
21 H 0.000 -1.988 3.151  0.432
22 H 0.000 1.988 3.151  0.432
23 H 0.000 1.224 4.709  0.455

HOMO-LUMO gap, eV: 6.7482
Total charge: +3
Total energy, eV: -81736.145
ΔE to the lowest compared entry with this formula, charge and spin, kJ/mol: 0.0

=====

Record 2
Here is C7H8I2O2Si in the gas phase in a non-equilibrium geometry from the Open Molecules 2025 dataset. Energies are from ωB97M-V/def2-TZVPD.

Each line ends with the natural charge from an NBO analysis.
Atoms and positions in Å:
1 C -0.336 2.975 -0.995  -0.267
2 O -1.233 2.277 -0.172  -0.938
3 Si -1.655 0.736 -0.466  1.362
4 I -1.938 0.237 -2.764  -0.110
5 I -3.658 0.901 0.813  -0.158
6 C -0.282 -0.228 0.618  -0.791
7 C -0.607 -1.691 0.300  -0.120
8 C 0.285 -2.613 0.081  -0.264
9 C 1.587 -2.418 0.517  -0.127
10 C 2.054 -1.133 0.702  -0.310
11 C 1.275 0.096 0.607  0.545
12 O 1.847 1.167 0.814  -0.559
13 H -0.699 3.990 -1.132  0.194
14 H -0.365 2.534 -2.048  0.159
15 H 0.814 2.885 -0.715  0.214
16 H -0.427 -0.148 1.690  0.294
17 H -1.647 -1.868 0.337  0.209
18 H -0.022 -3.632 -0.250  0.219
19 H 2.032 -3.259 0.897  0.215
20 H 2.975 -0.809 1.165  0.232

HOMO-LUMO gap (spin up / spin down), eV: 8.7011 / 8.7006
Total energy, eV: -35563.176
Structure (SMILES): CO[Si](I)(I)[C@H]1C=CC=CC1=O
ΔE to the lowest compared entry with this formula, charge and spin, kJ/mol: 77.2

=====

Record 3
Here is a gas-phase ion, C7H8N (charge +1) in a non-equilibrium geometry from the Open Molecules 2025 dataset. Energies are from ωB97M-V/def2-TZVPD.

Each line ends with the natural charge from an NBO analysis.
Atoms and positions in Å:
1 C -1.689 0.217 0.896  0.094
2 C 0.114 2.449 0.412  -0.426
3 C -1.351 2.458 1.020  0.186
4 C -1.148 -0.904 0.893  0.116
5 C 0.560 1.466 -0.208  0.526
6 C -0.726 -2.253 0.766  -0.713
7 C 1.098 0.422 -0.993  -0.756
8 N -1.998 1.419 1.225  -0.330
9 H 0.775 3.263 0.685  0.347
10 H -1.815 3.366 1.317  0.239
11 H -0.744 -2.526 -0.296  0.266
12 H -1.422 -2.743 1.406  0.279
13 H 0.214 -2.320 1.236  0.258
14 H 1.934 0.709 -1.643  0.326
15 H 0.304 0.489 -1.740  0.310
16 H 1.032 -0.528 -0.567  0.280

HOMO-LUMO gap (spin up / spin down), eV: 7.1565 / 7.1538
Total charge: +1
Total energy, eV: -8865.698
ΔE to the lowest compared entry with this formula, charge and spin, kJ/mol: 267.6

=====

Record 4
Here is C7H8N2 in the gas phase in a non-equilibrium geometry from the Open Molecules 2025 dataset. Energies are from ωB97M-V/def2-TZVPD.

Each line ends with the natural charge from an NBO analysis.
Atoms and positions in Å:
1 C 0.411 -2.600 -1.895  -0.194
2 C 0.364 -1.780 -1.001  -0.136
3 C -0.380 1.628 0.622  -0.152
4 C 0.321 -0.733 -0.115  0.114
5 C -1.033 1.000 -0.345  0.069
6 C -2.320 1.288 -1.070  -0.699
7 C 2.070 -0.730 1.651  -0.408
8 N 0.678 1.026 1.255  -0.345
9 N 0.965 -0.200 0.894  -0.111
10 H 0.552 -3.357 -2.725  0.255
11 H -0.715 2.658 0.880  0.224
12 H -3.140 1.304 -0.297  0.227
13 H -2.222 2.207 -1.567  0.233
14 H -2.637 0.748 -1.947  0.246
15 H 2.706 0.174 1.952  0.244
16 H 1.664 -1.177 2.493  0.214
17 H 2.717 -1.457 1.215  0.220

HOMO-LUMO gap (spin up / spin down), eV: 7.7659 / 7.7666
Total energy, eV: -10361.560
ΔE to the lowest compared entry with this formula, charge and spin, kJ/mol: 639.0

=====

Record 5
Here is C7H8N2O2 in the gas phase in a non-equilibrium geometry from the Open Molecules 2025 dataset. Energies are from ωB97M-V/def2-TZVPD.

Each line ends with the natural charge from an NBO analysis.
Atoms and positions in Å:
1 N 3.438 1.597 -1.368  -0.261
2 C 2.549 0.881 -1.488  0.249
3 C 1.554 -0.129 -1.696  0.021
4 C 1.206 -0.980 -0.589  -0.285
5 C -0.164 -1.577 -0.592  -0.418
6 C 0.226 -0.574 0.500  -0.189
7 C -0.329 0.802 0.626  -0.225
8 N -0.697 1.464 -0.616  -0.837
9 O 1.786 -0.863 -3.059  -0.425
10 C 0.772 -0.046 -2.993  0.827
11 O -0.022 0.609 -3.571  -0.498
12 H 1.975 -1.568 -0.054  0.243
13 H -0.382 -2.638 -0.248  0.231
14 H -0.774 -1.386 -1.488  0.233
15 H 0.559 -0.919 1.483  0.231
16 H -1.238 0.870 1.372  0.176
17 H 0.519 1.350 0.891  0.199
18 H -1.634 1.179 -0.855  0.358
19 H -0.684 2.499 -0.447  0.371

HOMO-LUMO gap, eV: 10.3141
Total energy, eV: -14460.345
Structure (SMILES): N#C[C@]1([C@@H]2C[C@@H]2CN)OC1=O
ΔE to the lowest compared entry with this formula, charge and spin, kJ/mol: 397.0

=====

Record 6
Here is C7H8N2O3 in the gas phase in a non-equilibrium geometry from the Open Molecules 2025 dataset. Energies are from ωB97M-V/def2-TZVPD.

Each line ends with the natural charge from an NBO analysis.
Atoms and positions in Å:
1 H 1.782 1.869 -1.228  0.347
2 N 1.302 0.965 -1.345  -0.617
3 C 1.188 0.219 -0.342  0.221
4 C 1.719 0.396 0.949  -0.284
5 C 1.375 -0.266 2.043  -0.135
6 C 0.476 -1.386 2.018  -0.283
7 C -0.072 -1.652 0.831  -0.110
8 C 0.361 -1.031 -0.495  -0.026
9 O -0.729 -0.896 -1.453  -0.328
10 N -1.591 0.079 -0.989  0.247
11 O -2.013 0.272 0.195  -0.575
12 C -1.788 1.014 -1.889  0.340
13 O -2.389 2.204 -1.581  -0.646
14 H 2.225 1.337 1.112  0.213
15 H 1.985 -0.364 2.909  0.217
16 H 0.105 -1.853 2.948  0.227
17 H -1.030 -2.281 0.647  0.235
18 H 0.992 -1.941 -0.785  0.256
19 H -1.436 1.116 -2.889  0.205
20 H -2.462 2.196 -0.656  0.497

HOMO-LUMO gap, eV: 8.2691
Total energy, eV: -16505.068
Structure (SMILES): [H]/N=C1\C=CC=C[C@H]1O/[N+]([O-])=C/O
ΔE to the lowest compared entry with this formula, charge and spin, kJ/mol: 633.5

=====

Record 7
Here is C7H8N2OS in the gas phase in a non-equilibrium geometry from the Open Molecules 2025 dataset. Energies are from ωB97M-V/def2-TZVPD.

Each line ends with the natural charge from an NBO analysis.
Atoms and positions in Å:
1 C 2.210 -0.168 -0.128  -0.627
2 C 0.768 -0.044 -0.416  -0.115
3 C 0.047 -0.922 -1.120  0.145
4 O -1.299 -0.867 -1.277  -0.503
5 C -2.143 -0.084 -0.486  0.221
6 C -3.627 -0.010 -0.817  0.121
7 N -4.318 -0.219 0.217  -0.422
8 C -3.389 -0.707 1.183  0.233
9 N -2.153 -0.601 0.856  -0.450
10 S -1.509 1.707 -0.390  0.189
11 C 0.069 1.073 0.300  -0.555
12 H 2.412 -0.437 0.876  0.215
13 H 2.641 0.796 -0.098  0.220
14 H 2.593 -1.011 -0.684  0.228
15 H 0.208 -1.845 -1.748  0.217
16 H -3.979 0.279 -1.719  0.198
17 H -3.871 -1.086 2.105  0.203
18 H -0.066 0.802 1.383  0.242
19 H 0.520 2.041 0.490  0.240

HOMO-LUMO gap, eV: 8.5783
Total energy, eV: -23248.775
Structure (SMILES): CC1=CO[C@]2(C=NC=N2)SC1
ΔE to the lowest compared entry with this formula, charge and spin, kJ/mol: 264.9

=====

Record 8
Here is a molecular structure, C7H8N2OS in a non-equilibrium geometry from the Open Molecules 2025 dataset. Energies are from ωB97M-V/def2-TZVPD.

Each line ends with the natural charge from an NBO analysis.
Atoms and positions in Å:
1 C 3.506 -0.664 -0.188  -0.149
2 C 1.399 -1.560 -0.849  -0.486
3 C 1.414 -0.581 0.124  0.332
4 C -0.156 -1.464 -0.761  0.730
5 C -2.331 0.186 0.936  -0.642
6 C -0.784 1.624 -0.474  -0.650
7 C -0.965 0.687 0.647  -0.015
8 N 2.546 -0.079 0.500  -0.439
9 N 0.000 -0.601 0.283  -0.463
10 O -1.045 -2.115 -1.305  -0.534
11 S 2.951 -1.884 -1.334  0.512
12 H 4.482 -0.462 0.147  0.223
13 H -2.823 -0.351 0.102  0.232
14 H -2.253 -0.507 1.765  0.229
15 H -3.155 1.000 1.144  0.226
16 H -0.962 1.103 -1.394  0.221
17 H 0.247 2.154 -0.444  0.229
18 H -1.550 2.465 -0.561  0.227
19 H -0.522 1.050 1.662  0.218

HOMO-LUMO gap, eV: 8.3361
Total energy, eV: -23248.466
ΔE to the lowest compared entry with this formula, charge and spin, kJ/mol: 294.7

=====

Record 9
Here is a gas-phase ion, C7H8N3O (charge +1) in a non-equilibrium geometry from the Open Molecules 2025 dataset. Energies are from ωB97M-V/def2-TZVPD.

Each line ends with the natural charge from an NBO analysis.
Atoms and positions in Å:
1 H -3.124 0.550 1.698  0.375
2 N -2.259 0.772 1.217  -0.269
3 N -2.230 0.695 -0.039  -0.108
4 C -1.048 1.249 -0.701  -0.267
5 C 0.244 0.424 -0.312  0.083
6 C 1.448 1.011 -0.299  -0.248
7 C 2.467 0.231 0.177  -0.091
8 C 2.415 -1.099 0.484  -0.230
9 C 1.178 -1.782 0.320  -0.059
10 C -0.015 -0.971 -0.015  -0.052
11 N -1.340 -1.170 -0.407  0.140
12 O -2.010 -2.167 -0.518  -0.220
13 H -3.146 0.424 -0.647  0.451
14 H -0.910 2.364 -0.443  0.263
15 H -1.144 1.113 -1.734  0.244
16 H 1.819 1.981 -0.675  0.259
17 H 3.332 0.898 0.410  0.241
18 H 3.106 -1.741 1.037  0.259
19 H 1.218 -2.782 0.447  0.229

HOMO-LUMO gap (spin up / spin down), eV: 7.7595 / 7.7586
Total charge: +1
Total energy, eV: -13893.330
Structure (SMILES): [H]/N=[NH+]/Cc1ccccc1N=O
ΔE to the lowest compared entry with this formula, charge and spin, kJ/mol: 655.7

=====

Record 10
Here is a gas-phase ion, C7H8N3S (charge +1) in a non-equilibrium geometry from the Open Molecules 2025 dataset. Energies are from ωB97M-V/def2-TZVPD.

Each line ends with the natural charge from an NBO analysis.
Atoms and positions in Å:
1 N -2.831 -0.867 2.478  -0.657
2 C -2.413 0.016 1.574  0.431
3 N -1.240 0.165 0.991  -0.581
4 C -1.074 0.713 -0.231  0.030
5 S -2.192 1.280 -1.213  0.150
6 C 0.506 0.414 -0.775  -0.139
7 C 1.720 0.467 -0.004  -0.182
8 C 2.958 0.042 -0.554  -0.242
9 C 2.808 -0.383 -1.815  0.064
10 N 1.731 -0.401 -2.570  -0.384
11 C 0.565 0.018 -2.075  0.047
12 H -3.787 -1.021 2.653  0.443
13 H -2.182 -1.279 3.042  0.411
14 H -3.294 0.543 1.065  0.257
15 H -0.384 -0.178 1.446  0.443
16 H 1.777 0.802 1.082  0.222
17 H 3.883 0.073 -0.006  0.251
18 H 3.776 -0.655 -2.386  0.209
19 H -0.328 0.252 -2.702  0.226

HOMO-LUMO gap, eV: 7.3379
Total charge: +1
Total energy, eV: -22685.666
Structure (SMILES): N/C=[NH+]/C(=S)c1cccnc1
ΔE to the lowest compared entry with this formula, charge and spin, kJ/mol: 219.3

=====

Record 11
Here is C7H8N4 in the gas phase in a non-equilibrium geometry from the Open Molecules 2025 dataset. Energies are from ωB97M-V/def2-TZVPD.

Each line ends with the natural charge from an NBO analysis.
Atoms and positions in Å:
1 C 2.676 -0.860 0.237  -0.413
2 N 2.080 0.263 -0.327  -0.573
3 C 0.740 0.639 -0.155  0.408
4 N 0.530 1.926 -0.217  -0.483
5 C -0.732 2.396 0.021  -0.018
6 C -1.839 1.545 0.114  -0.097
7 N -1.577 0.167 -0.115  -0.287
8 C -2.333 -0.978 0.049  -0.117
9 C -1.517 -1.988 -0.150  -0.056
10 N -0.217 -1.595 -0.171  -0.449
11 C -0.289 -0.273 -0.218  0.223
12 H 3.663 -0.631 0.648  0.190
13 H 2.164 -1.410 1.018  0.212
14 H 2.883 -1.496 -0.614  0.197
15 H 2.705 1.034 -0.179  0.393
16 H -0.855 3.520 0.048  0.215
17 H -2.908 1.816 0.164  0.224
18 H -3.429 -1.042 0.028  0.224
19 H -1.747 -3.035 -0.182  0.210

HOMO-LUMO gap, eV: 8.5831
Total energy, eV: -13348.091
Structure (SMILES): CNc1nccn2ccnc12
ΔE to the lowest compared entry with this formula, charge and spin, kJ/mol: 104.8

=====

Record 12
Here is C7H8N4O3 in the gas phase in a non-equilibrium geometry from the Open Molecules 2025 dataset. Energies are from ωB97M-V/def2-TZVPD.

Each line ends with the natural charge from an NBO analysis.
Atoms and positions in Å:
1 O -2.905 1.513 0.419  -0.422
2 N -1.836 1.498 -0.180  0.618
3 O -1.457 2.133 -1.131  -0.357
4 N -0.936 0.597 0.325  -0.017
5 N -1.405 -0.480 1.144  -0.440
6 C -2.385 -1.280 0.262  -0.292
7 C -1.500 -1.804 -0.813  -0.276
8 C -0.345 -1.148 -1.121  0.006
9 N 0.046 0.143 -0.710  -0.264
10 C 1.336 0.375 -0.257  0.413
11 C 1.985 1.546 0.033  -0.308
12 C 3.290 1.209 0.484  -0.301
13 C 3.350 -0.148 0.401  0.090
14 O 2.180 -0.664 -0.025  -0.405
15 H -1.804 0.029 1.963  0.394
16 H -3.287 -0.693 0.102  0.222
17 H -2.827 -2.125 0.819  0.220
18 H -1.790 -2.695 -1.299  0.227
19 H 0.495 -1.606 -1.575  0.218
20 H 1.649 2.562 -0.153  0.240
21 H 4.083 1.899 0.775  0.236
22 H 4.064 -0.860 0.537  0.196

HOMO-LUMO gap, eV: 8.8490
Total energy, eV: -19484.348
Structure (SMILES): O=[N+]([O-])N1NCC=CN1c1ccco1
ΔE to the lowest compared entry with this formula, charge and spin, kJ/mol: 590.8